The following is a DFT calculation (ωB97M-V/def2-TZVPD) of 2 unconnected molecules or ions with the total composition C17H26FN3O2 at a distorted geometry.

```
49
Properties=species:S:1:pos:R:3:forces:R:3
O 1.6163 -4.6751 -3.5618 0.4 -0.1 0.0
O 3.8580 -1.5045 -1.1942 0.0 -0.1 -0.3
F -5.2126 4.6906 4.1230 0.3 -0.2 -0.1
C 0.7755 -3.7961 -3.4305 -0.3 -1.1 -0.2
C 3.2067 -2.3640 -1.7813 0.2 0.9 0.8
C -4.3762 2.6722 3.1778 -0.1 0.2 0.1
C -2.8534 4.3502 4.0083 -0.2 0.1 0.0
C -3.2922 1.8666 2.8173 0.1 0.8 0.4
C -1.7646 3.5486 3.6429 -0.9 -0.3 -0.2
C -4.1611 3.9155 3.7748 1.0 -0.7 -0.3
C -1.9771 2.2989 3.0439 -0.2 -0.1 0.2
N 3.0999 -3.6184 -1.3294 -0.6 -0.9 -0.2
N 1.0840 -2.5284 -3.1645 0.3 1.3 0.2
N 0.3510 1.1238 -1.5057 -0.1 -0.4 -0.3
C -0.6930 -4.1275 -3.5414 0.1 0.1 0.0
C 3.7371 -4.1295 -0.1185 0.1 0.5 -0.3
C 2.4493 -1.9912 -3.0641 -0.3 -0.7 0.0
C -0.8146 1.4245 2.6353 -0.1 0.4 -0.1
C 1.4361 1.1037 -0.5099 -0.4 0.1 -0.1
C -0.7162 2.0956 -1.2204 0.5 -0.4 0.2
C 0.8664 0.8053 0.8765 0.0 0.5 -0.2
C -1.3196 1.8163 0.1552 0.3 0.3 0.1
C -0.2393 1.8081 1.2575 -0.2 -0.7 -0.2
H -5.3922 2.3354 2.9995 0.1 0.1 0.0
H -2.6908 5.3171 4.4732 0.0 -0.1 0.0
H -3.4735 0.9025 2.3520 0.0 0.1 0.1
H -0.7528 3.8991 3.8224 -0.1 0.0 0.0
H 2.5849 -4.2684 -1.9145 0.2 0.0 0.0
H 0.3244 -1.8825 -3.0146 0.1 0.0 0.1
H 0.7307 1.2755 -2.4402 -0.1 0.1 0.4
H -0.8043 -5.2067 -3.6369 0.1 0.2 0.0
H -1.2139 -3.7840 -2.6498 -0.2 0.1 0.0
H -1.1028 -3.6398 -4.4235 -0.2 0.0 0.0
H 4.7971 -4.3016 -0.3097 0.0 0.0 0.2
H 3.2689 -5.0671 0.1836 0.0 0.1 -0.2
H 3.6390 -3.4020 0.6896 0.0 -0.1 -0.1
H 2.4105 -0.9043 -3.1313 0.0 -0.2 0.2
H 3.0308 -2.3622 -3.9085 0.0 0.0 -0.1
H -0.0246 1.5017 3.3894 0.0 0.0 -0.1
H -1.1388 0.3788 2.6158 0.0 0.1 -0.1
H 1.9522 2.0697 -0.4962 0.1 0.2 0.2
H 2.1712 0.3402 -0.7745 -0.1 0.1 -0.1
H -0.3135 3.1143 -1.2465 -0.1 0.2 0.1
H -1.4983 2.0246 -1.9835 0.2 0.0 0.0
H 1.6743 0.8432 1.6141 0.0 0.0 0.0
H 0.4602 -0.2115 0.8773 0.0 0.0 0.0
H -1.8276 0.8470 0.1321 0.0 0.0 0.0
H -2.0687 2.5854 0.3648 0.0 -0.1 0.0
H 0.1971 2.8104 1.3252 0.0 0.0 0.0
```
Forces are in eV/Å.

As for the energy above the lowest of the compared OMol25 structures with the same formula, charge and spin: 0.188 eV. The strongest force on any atom comes out at 1.38 eV/A. The structure (SMILES) is Fc1ccc(CC2CCNCC2)cc1.CNC(=O)CNC(C)=O. The HOMO-LUMO gap comes out at 9.47 eV. The value obtained for the HOMO energy is -8.895 eV.

Results of the Löwdin charge analysis, in e, for atoms 1 through 8:
1 O 0.029
2 O 0.026
3 F 0.051
4 C -0.563
5 C -0.488
6 C -0.008
7 C -0.008
8 C -0.041

=====

The following is a DFT calculation (ωB97M-V/def2-TZVPD) of C17H26FNO2 in the gas phase.

```
47
Properties=species:S:1:pos:R:3:forces:R:3
C -3.6815 -1.5386 -1.1068 0.0 0.0 0.0
N -2.4858 -1.1667 -0.3855 0.1 -0.1 0.0
C -1.2926 -1.8211 -0.8895 0.1 -0.3 0.3
H -1.5016 -2.3451 -1.8321 0.0 0.0 0.0
C -0.7683 -2.8467 0.1333 -0.3 0.4 0.2
O 0.3076 -3.6021 -0.3908 0.3 -0.2 -0.2
H 0.0194 -4.0415 -1.1984 0.0 0.0 0.0
C -0.2977 -2.1570 1.4269 -0.3 -0.5 -0.2
O 0.4418 -0.9798 1.2338 0.3 0.4 -0.1
C 1.7689 -1.1818 0.7938 0.2 -0.3 -0.1
C 2.3753 0.1292 0.3798 0.1 -0.1 0.0
C 3.6147 0.1572 -0.2483 -0.1 0.2 0.0
C 4.2144 1.3323 -0.6554 0.0 -0.2 0.0
C 3.5569 2.5305 -0.4325 0.0 0.0 0.0
C 2.3225 2.5331 0.1934 0.0 0.1 0.0
C 1.7404 1.3437 0.5975 0.1 -0.1 0.0
H 0.7830 1.3369 1.0927 -0.1 0.0 0.0
H 1.8103 3.4671 0.3705 0.0 0.1 0.0
H 4.0116 3.4572 -0.7472 0.0 0.1 0.0
H 5.1780 1.2972 -1.1389 0.1 0.0 0.0
F 4.2602 -1.0122 -0.4722 -0.1 0.1 0.1
H 1.8003 -1.8849 -0.0485 0.0 0.1 0.2
H 2.3698 -1.6252 1.6065 -0.1 0.0 -0.1
H -1.1830 -1.8477 1.9853 0.0 -0.1 0.0
H 0.2768 -2.8844 2.0160 -0.1 0.0 0.0
H -1.5931 -3.5220 0.4117 0.0 0.1 0.0
H -0.4956 -1.0981 -1.0860 0.0 0.0 -0.1
C -2.3117 0.2523 -0.1058 -0.3 0.1 0.0
C -3.3287 0.7532 0.9221 0.4 0.0 0.1
C -2.9668 2.1734 1.3481 -0.3 0.1 -0.1
C -2.9541 3.1055 0.1395 0.3 0.0 0.1
C -1.9869 2.5962 -0.9255 -0.3 0.1 -0.1
C -2.3440 1.1711 -1.3367 0.3 -0.1 0.2
H -3.3425 1.1602 -1.7794 -0.1 0.0 -0.1
H -1.6358 0.8130 -2.0881 0.0 0.0 -0.1
H -2.0167 3.2537 -1.7978 0.1 0.0 0.0
H -0.9681 2.6114 -0.5311 0.1 0.0 0.0
H -2.6685 4.1132 0.4492 -0.1 0.0 0.0
H -3.9601 3.1597 -0.2837 -0.1 0.0 0.0
H -3.6861 2.5343 2.0866 0.1 0.0 0.1
H -1.9800 2.1703 1.8163 0.1 0.0 0.1
H -4.3333 0.7578 0.4953 -0.1 0.0 0.0
H -3.3288 0.0839 1.7836 0.0 -0.1 0.0
H -1.3234 0.3316 0.3572 0.0 0.1 0.0
H -4.5449 -1.0604 -0.6520 -0.1 0.0 0.0
H -3.8157 -2.6182 -1.0270 -0.1 0.0 -0.1
H -3.6529 -1.2730 -2.1751 0.0 0.0 0.0
```
Forces are in eV/Å.

As for the energy above the lowest of the compared OMol25 structures with the same formula, charge and spin: 0.138 eV. The strongest force on any atom comes out at 0.58 eV/A. The structure (SMILES) is CN(C[C@@H](O)COCc1ccccc1F)C1CCCCC1. The HOMO-LUMO gap comes out at 8.97 eV. The value obtained for the HOMO energy is -8.220 eV.

Results of the Löwdin charge analysis, in e, for atoms 1 through 8:
1 C -0.084
2 N -0.175
3 C -0.143
4 H 0.125
5 C -0.333
6 O -0.035
7 H 0.096
8 C -0.151

=====

The following is a DFT calculation (ωB97M-V/def2-TZVPD) of C17H26N2 in the gas phase at a distorted geometry.

```
45
Properties=species:S:1:pos:R:3:forces:R:3
N -2.7747 -0.8272 3.1564 0.3 -0.8 0.7
C -2.4132 -0.3129 2.0355 -0.8 0.3 2.2
C 0.2167 -0.2698 -1.8998 -0.7 0.2 -0.2
C 1.4858 -0.6595 0.0354 0.1 0.3 -1.2
C -0.9648 -0.6038 -1.2518 0.1 0.3 0.0
C 0.3325 -0.9295 0.7660 0.4 0.3 -0.4
C -0.9326 -0.9167 0.1278 0.6 0.2 -1.4
C 1.4400 -0.2874 -1.3328 1.8 -0.8 2.0
N -2.2780 1.0714 2.1253 -0.2 0.1 -3.1
C -2.1920 -0.4806 -2.1422 -1.2 -0.4 2.0
C 0.5255 -1.2098 2.2292 -0.8 -0.5 0.5
C -2.1906 -1.2427 0.8639 -0.3 0.4 0.1
C -1.9193 1.9904 1.0089 0.2 -0.3 1.1
C 2.6667 1.4617 -2.6012 1.0 0.4 -0.9
C 4.0596 -0.2613 -1.4535 -1.3 0.2 0.2
C 2.7496 -0.9661 -3.3626 -0.1 0.1 0.7
C -2.8733 0.2112 4.2163 0.3 0.4 -2.0
C -2.4165 1.4952 3.4758 -0.6 0.7 0.8
C 2.6892 0.0032 -2.1737 1.4 -0.5 0.4
H 0.1769 0.0881 -2.8949 -0.4 0.1 -1.1
H 2.4587 -0.7421 0.5080 -0.2 0.0 0.2
H -2.8893 -1.3211 -1.9777 0.1 0.4 0.1
H -2.7370 0.4596 -1.9252 0.1 -0.4 -0.1
H -1.9883 -0.5063 -3.1798 0.7 0.1 -1.0
H -0.2122 -1.9653 2.5232 0.1 0.1 0.3
H 1.5190 -1.6250 2.4637 -0.3 0.4 -0.2
H 0.3065 -0.3266 2.8631 0.3 -0.4 -0.3
H -2.1379 -2.2748 1.2503 -0.2 0.5 0.2
H -3.0744 -1.2025 0.2090 0.4 0.1 0.1
H -2.0773 3.0506 1.2847 0.0 -0.7 0.1
H -2.4778 1.8152 0.0898 -0.1 -0.3 0.1
H -0.8625 1.8465 0.8060 0.3 0.2 -0.3
H 1.7699 1.7555 -3.1271 -0.5 -0.1 0.0
H 3.4874 1.6669 -3.3365 -0.4 -0.2 0.7
H 2.7984 2.1256 -1.7425 0.0 -0.1 -0.1
H 4.1475 -1.3043 -1.1758 -0.1 -0.3 0.2
H 4.8974 -0.0539 -2.1081 0.0 0.3 -0.2
H 4.1372 0.3470 -0.5634 0.2 0.2 0.3
H 1.9191 -0.7345 -3.9813 -0.6 -0.1 -1.1
H 2.6378 -1.9811 -2.9765 0.0 0.0 -0.2
H 3.6949 -0.9068 -3.9101 -0.2 0.2 0.0
H -3.8864 0.2599 4.5937 -0.3 0.1 0.0
H -2.2197 0.0578 5.0495 0.4 -0.7 0.5
H -1.4656 1.8867 3.8137 0.5 0.0 0.5
H -3.1328 2.3188 3.6214 0.0 -0.1 -0.4
```
Forces are in eV/Å.

As for the energy above the lowest of the compared OMol25 structures with the same formula, charge and spin: 0.866 eV. The strongest force on any atom comes out at 3.10 eV/A. The structure (SMILES) is Cc1cc(C(C)(C)C)cc(C)c1CC1=NCCN1C. The HOMO-LUMO gap comes out at 8.52 eV. The value obtained for the HOMO energy is -7.801 eV.

Results of the Löwdin charge analysis, in e, for atoms 1 through 8:
1 N 0.060
2 C -0.346
3 C -0.036
4 C 0.024
5 C -0.189
6 C -0.210
7 C -0.152
8 C -0.168